8 unconnected molecules or ions with the total composition C63H57BClF16N4O33 in a non-equilibrium geometry, computed with ωB97M-V/def2-TZVPD.

XYZ file:
```
175
Properties=species:S:1:pos:R:3:forces:R:3
C -4.333 3.564 1.001 -0.3 -0.4 -0.2
C -4.467 2.072 0.621 0.0 0.8 -0.3
C -5.908 1.792 0.193 -0.4 -0.3 0.3
C -6.015 2.237 -1.219 0.3 2.5 -1.3
O -6.037 3.375 -1.630 -0.3 -2.2 0.7
Cl -6.071 0.880 -2.409 -0.1 0.0 -0.1
O -3.743 1.863 -0.559 0.5 -0.3 0.3
B -2.329 1.531 -0.205 -0.2 -0.5 -1.0
C -1.899 0.312 -1.258 0.0 0.8 0.3
C -0.506 -0.201 -1.071 -0.3 -0.6 0.6
O -0.450 -0.910 0.180 0.4 -0.5 -0.2
C -0.014 -1.206 -2.088 0.2 0.8 0.6
N 1.398 -1.527 -1.869 0.0 -0.3 -0.8
C -1.256 2.776 -0.323 -0.4 -0.3 0.1
C -0.988 3.180 -1.747 -0.4 0.8 0.4
O -2.184 3.642 -2.339 0.3 0.2 0.4
C 0.006 4.339 -1.830 0.3 0.3 -0.2
F 0.594 4.402 -3.066 -0.2 0.1 0.2
F 1.033 4.236 -0.949 -0.2 0.0 -0.2
F -0.569 5.546 -1.622 0.3 -0.5 0.0
O -2.468 1.056 1.191 0.3 0.3 0.6
C -3.819 1.118 1.664 1.5 0.1 -0.7
C -3.711 1.744 3.054 -0.5 -0.3 -0.2
C -3.346 0.801 4.195 -0.2 0.3 0.1
C -2.114 1.280 4.910 -0.2 0.4 0.3
F -1.059 1.477 4.092 0.1 0.0 -0.1
F -2.402 2.495 5.471 0.1 0.2 0.0
C -1.652 0.429 6.108 -0.4 0.0 0.2
F -0.728 1.095 6.832 -0.2 -0.2 -0.3
F -2.746 0.242 6.902 0.2 0.0 0.0
C -1.112 -0.988 5.827 0.4 -0.2 0.6
F -2.095 -1.798 5.373 0.3 0.3 0.1
F -0.727 -1.457 7.042 -0.1 0.0 -0.3
C 0.137 -1.066 4.894 0.4 -0.4 0.2
F 0.921 -2.081 5.355 0.0 0.4 0.0
F 0.855 0.074 4.974 -0.3 -0.7 0.1
C -0.152 -1.410 3.409 0.4 0.4 -0.4
F 0.795 -0.780 2.679 -0.2 -0.1 0.2
F -1.354 -0.964 3.022 0.3 -0.2 0.1
C -0.028 -2.920 3.061 -0.4 -0.4 -0.7
F -0.596 -3.090 1.843 0.6 -0.2 1.1
F 1.272 -3.282 2.991 -1.0 0.1 0.1
F -0.672 -3.687 3.957 0.4 0.3 -0.6
C -4.256 -0.335 1.552 -0.9 0.4 1.0
C -5.581 -0.788 2.226 0.4 -0.8 -0.2
N -6.340 0.331 2.766 -0.1 0.1 -0.1
N -6.412 -1.459 1.231 0.0 0.5 -0.1
N -5.235 -1.819 3.247 -0.3 0.0 -0.1
H -3.451 3.759 1.584 0.3 0.2 0.1
H -4.254 4.093 0.070 0.1 0.3 -0.4
H -5.213 3.949 1.498 -0.2 0.1 0.5
H -6.627 2.347 0.774 -0.2 0.2 0.2
H -6.172 0.750 0.253 0.1 -0.3 0.0
H -2.597 -0.506 -1.130 -0.3 -0.4 0.0
H -2.008 0.673 -2.280 -0.1 0.2 -0.3
H 0.212 0.612 -1.006 0.3 0.4 -0.2
H -0.421 -0.268 0.883 -0.3 0.4 0.2
H -0.618 -2.079 -1.932 -0.2 -0.5 -0.4
H -0.171 -0.774 -3.066 0.1 -0.2 -0.4
H 1.467 -2.015 -0.992 0.0 -0.1 0.4
H 1.864 -0.646 -1.718 0.3 0.2 0.0
H -0.330 2.475 0.150 0.4 -0.1 0.2
H -1.588 3.674 0.191 -0.2 0.2 0.3
H -0.553 2.369 -2.313 0.2 -0.4 -0.3
H -2.269 3.246 -3.204 -0.1 -0.1 -0.2
H -2.945 2.488 2.968 0.4 0.3 -0.1
H -4.621 2.283 3.269 -0.3 0.1 0.3
H -4.116 0.848 4.951 -0.3 -0.1 0.4
H -3.262 -0.232 3.899 0.2 -0.2 -0.2
H -3.466 -0.935 1.967 0.3 -0.2 0.0
H -4.298 -0.547 0.501 -0.1 -0.2 -0.5
H -7.310 0.072 2.872 -0.2 -0.1 0.1
H -6.003 0.525 3.695 0.1 0.3 0.2
H -7.388 -1.238 1.336 -0.2 -0.2 0.1
H -6.258 -2.451 1.245 0.0 -0.2 -0.1
H -6.081 -2.346 3.418 -0.1 -0.1 0.2
H -5.005 -1.388 4.133 0.2 0.1 0.1
C -3.134 0.456 -5.074 0.0 0.3 0.3
C -3.488 -0.463 -5.981 0.0 0.0 0.2
C -3.505 -0.165 -7.454 0.1 0.4 -0.3
O -3.820 -1.065 -8.212 -0.1 -0.2 0.1
C -3.152 1.173 -7.894 0.0 -0.2 -0.1
C -2.803 2.094 -6.987 0.0 0.1 -0.2
C -2.756 1.784 -5.512 -0.3 -0.8 0.1
O -2.390 2.679 -4.772 0.2 0.1 -0.6
O -2.474 3.337 -7.301 0.0 0.0 0.0
O -3.844 -1.699 -5.664 0.0 0.0 0.0
H -3.114 0.249 -4.012 0.0 0.0 0.0
H -3.185 1.383 -8.953 0.0 0.0 0.0
H -2.269 3.784 -6.458 0.1 0.1 0.1
H -4.042 -2.146 -6.506 0.0 -0.1 -0.1
C 4.413 1.475 0.592 -0.2 0.0 0.0
C 5.748 1.483 0.677 -0.2 0.1 0.0
C 6.531 0.274 1.107 -0.1 -0.4 0.1
O 7.745 0.372 1.139 0.1 0.2 0.0
C 5.806 -0.931 1.463 0.2 0.0 0.0
C 4.467 -0.942 1.384 0.2 -0.2 0.1
C 3.687 0.262 0.930 0.2 0.4 -0.1
O 2.482 0.147 0.880 -0.2 0.0 -0.1
O 3.725 -1.991 1.691 0.0 0.0 0.0
O 6.494 2.545 0.392 0.0 0.1 0.0
H 3.840 2.339 0.285 0.0 0.0 0.0
H 6.377 -1.789 1.785 0.0 0.0 0.0
H 2.796 -1.723 1.542 -0.1 0.0 0.0
H 7.416 2.265 0.533 0.1 -0.1 0.0
C 2.116 3.020 4.603 0.0 0.0 -0.1
C 2.497 2.872 5.880 -0.1 -0.1 -0.3
C 3.340 3.900 6.585 0.1 0.3 -0.3
O 3.632 3.694 7.748 0.0 -0.2 0.2
C 3.762 5.068 5.836 0.1 0.0 0.3
C 3.385 5.218 4.562 0.2 0.2 0.4
C 2.526 4.204 3.862 -0.2 -0.4 0.1
O 2.224 4.427 2.708 0.1 0.2 -0.1
O 3.742 6.269 3.836 -0.1 0.0 -0.3
O 2.174 1.822 6.624 0.1 0.0 0.1
H 1.509 2.292 4.085 0.0 0.0 0.0
H 4.381 5.796 6.340 0.0 0.0 0.0
H 3.335 6.135 2.959 -0.1 0.0 -0.1
H 2.579 1.976 7.496 0.0 0.0 0.1
C 2.029 1.150 -7.886 0.1 0.0 -0.2
C 1.144 1.097 -6.881 0.2 0.2 -0.1
C 0.810 -0.193 -6.181 0.2 -0.4 -0.1
O -0.007 -0.145 -5.285 -0.2 0.2 0.0
C 1.471 -1.411 -6.619 -0.2 0.0 0.1
C 2.355 -1.355 -7.622 -0.2 -0.1 0.2
C 2.697 -0.064 -8.315 -0.2 0.4 0.1
O 3.524 -0.109 -9.207 0.1 -0.2 -0.1
O 3.000 -2.415 -8.088 0.0 -0.1 0.0
O 0.507 2.158 -6.417 -0.1 0.0 0.0
H 2.278 2.070 -8.394 0.0 0.0 0.0
H 1.217 -2.333 -6.116 0.0 0.0 0.0
H 3.573 -2.085 -8.803 0.1 0.1 -0.1
H -0.037 1.848 -5.667 0.0 0.0 0.1
C 9.651 7.462 3.566 0.1 0.1 -0.1
C 8.877 6.576 4.206 0.2 0.1 0.0
C 7.482 6.262 3.741 -0.4 0.2 -0.5
O 6.845 5.428 4.354 0.2 -0.2 0.3
C 6.963 6.966 2.585 -0.1 -0.1 0.0
C 7.733 7.852 1.941 -0.2 -0.1 0.1
C 9.139 8.147 2.390 0.2 -0.2 0.4
O 9.779 8.954 1.743 0.0 0.1 -0.2
O 7.335 8.532 0.879 0.0 0.0 -0.1
O 9.265 5.906 5.280 0.0 0.0 0.1
H 10.657 7.693 3.887 0.0 0.0 0.0
H 5.955 6.736 2.276 0.0 0.0 0.0
H 8.087 9.093 0.618 0.1 0.1 0.0
H 8.514 5.334 5.527 -0.1 -0.1 0.0
C -2.046 -5.292 -2.954 -0.1 0.0 -0.2
C -2.017 -5.056 -1.634 0.0 0.1 -0.2
C -2.530 -6.062 -0.637 -0.1 -0.4 -0.1
O -2.450 -5.792 0.544 0.1 0.2 0.1
C -3.084 -7.311 -1.140 0.0 0.0 0.2
C -3.109 -7.538 -2.457 0.0 -0.1 0.2
C -2.577 -6.542 -3.450 0.2 0.4 0.1
O -2.628 -6.855 -4.626 -0.1 -0.2 -0.1
O -3.592 -8.647 -3.003 0.0 -0.1 0.0
O -1.525 -3.942 -1.120 0.0 -0.2 0.2
H -1.671 -4.583 -3.678 0.0 0.0 0.0
H -3.461 -8.023 -0.419 0.0 0.0 0.0
H -3.479 -8.532 -3.965 0.0 0.0 -0.1
H -1.614 -3.997 -0.151 0.0 0.1 0.1
C 2.156 -8.785 -0.261 0.1 -0.2 0.1
C 1.666 -7.801 -1.029 0.1 0.0 0.2
C 0.754 -8.083 -2.194 -0.1 -0.4 -0.1
O 0.340 -7.130 -2.821 0.0 0.2 -0.1
C 0.420 -9.464 -2.496 -0.1 0.2 -0.1
C 0.914 -10.443 -1.729 -0.2 0.1 -0.2
C 1.808 -10.162 -0.552 0.2 0.4 0.2
O 2.194 -11.118 0.095 0.0 -0.2 0.0
O 0.663 -11.728 -1.933 0.0 -0.1 0.0
O 1.935 -6.524 -0.829 0.0 0.1 0.0
H 2.809 -8.596 0.579 0.0 0.0 0.0
H -0.226 -9.655 -3.342 0.0 0.0 0.0
H 1.141 -12.207 -1.231 0.1 -0.1 0.1
H 1.458 -6.020 -1.516 0.0 0.1 -0.1
```
Forces are in eV/Å.

Its net charge is -1. For the total energy, the calculation gives -196464.6426 eV.

These are the Mulliken partial charges, in e, on atoms 1 to 99: atom 1 (C): -2.479, atom 2 (C): 1.664, atom 3 (C): -0.967, atom 4 (C): 0.784, atom 5 (O): -0.557, atom 6 (Cl): -0.280, atom 7 (O): -0.385, atom 8 (B): 0.340, atom 9 (C): 0.213, atom 10 (C): 0.217, atom 11 (O): 1.350, atom 12 (C): 0.826, atom 13 (N): -0.725, atom 14 (C): -0.797, atom 15 (C): 0.691, atom 16 (O): -0.585, atom 17 (C): 0.366, atom 18 (F): -0.313, atom 19 (F): -0.173, atom 20 (F): -0.305, atom 21 (O): 0.211, atom 22 (C): 1.798, atom 23 (C): -2.077, atom 24 (C): -0.962, atom 25 (C): 0.637, atom 26 (F): 0.109, atom 27 (F): -0.440, atom 28 (C): 0.031, atom 29 (F): -0.295, atom 30 (F): -0.363, atom 31 (C): 0.488, atom 32 (F): -0.229, atom 33 (F): -0.361, atom 34 (C): 0.554, atom 35 (F): -0.404, atom 36 (F): -0.137, atom 37 (C): 0.219, atom 38 (F): -0.117, atom 39 (F): -0.454, atom 40 (C): 0.496, atom 41 (F): -0.071, atom 42 (F): -0.257, atom 43 (F): -0.270, atom 44 (C): -1.009, atom 45 (C): -0.387, atom 46 (N): -0.338, atom 47 (N): -0.492, atom 48 (N): -0.618, atom 49 (H): 0.363, atom 50 (H): 0.608, atom 51 (H): 0.403, atom 52 (H): 0.498, atom 53 (H): 0.190, atom 54 (H): 0.310, atom 55 (H): -1.582, atom 56 (H): 0.270, atom 57 (H): -0.962, atom 58 (H): -0.432, atom 59 (H): -0.684, atom 60 (H): 0.409, atom 61 (H): 0.340, atom 62 (H): 0.061, atom 63 (H): 0.523, atom 64 (H): -0.341, atom 65 (H): 0.648, atom 66 (H): 1.007, atom 67 (H): 0.467, atom 68 (H): 0.689, atom 69 (H): 0.038, atom 70 (H): -0.301, atom 71 (H): 1.211, atom 72 (H): 0.354, atom 73 (H): 0.221, atom 74 (H): 0.194, atom 75 (H): 0.305, atom 76 (H): 0.245, atom 77 (H): 0.219, atom 78 (C): -0.748, atom 79 (C): 0.255, atom 80 (C): 1.054, atom 81 (O): -0.668, atom 82 (C): -0.950, atom 83 (C): 0.175, atom 84 (C): 0.585, atom 85 (O): -0.623, atom 86 (O): -0.658, atom 87 (O): -0.643, atom 88 (H): 0.992, atom 89 (H): 0.452, atom 90 (H): 0.358, atom 91 (H): 0.342, atom 92 (C): -1.367, atom 93 (C): 0.416, atom 94 (C): 1.068, atom 95 (O): -0.658, atom 96 (C): -0.882, atom 97 (C): 0.198, atom 98 (C): 0.585, atom 99 (O): 0.041